Here is an isolated molecule of F2HOPS in a non-equilibrium geometry from the OMol25 dataset. Energies are from ωB97M-V/def2-TZVPD.

Each line ends with the Löwdin spin population.
Element x y z (Å)
O: -1.050 -0.689 0.209  0.11
F: 0.013 1.351 1.174  0.07
F: -0.146 1.158 -1.124  0.08
P: 0.315 0.188 0.052  0.34
S: 2.273 -0.722 0.101  1.40
H: -1.405 -1.287 -0.412  0.01

Forces on atoms 1 to 2 (eV/Å):
O 1.02 1.48 2.00
F 0.33 -1.43 -0.53

## Properties
HOMO (spin up / spin down) in eV: -6.502 / -10.193
2S+1: 3
Energy relative to the best compared isomer or geometry (same formula, charge and spin) in kJ/mol: 29.25
E_LUMO (spin up / spin down) in eV: 0.548 / -3.168
<S²>: 2.004


Here is a structure of composition C19H29ClFN4O3PS in a non-equilibrium geometry from the OMol25 dataset. Energies are from ωB97M-V/def2-TZVPD.

Each line ends with the Mulliken charge.
Element x y z (Å)
O: 7.169 -4.903 -3.004  -0.55
S: 7.644 -3.630 -2.597  1.13
O: 8.743 -3.016 -3.251  -0.58
F: 8.038 -3.761 -1.079  -0.23
N: 6.406 -2.573 -2.534  0.27
C: 5.274 -3.061 -1.682  -1.55
C: 3.946 -2.960 -2.400  0.80
C: 2.900 -2.208 -1.887  -0.51
C: 1.699 -2.122 -2.580  -0.40
C: 1.553 -2.777 -3.791  -0.14
C: 2.593 -3.543 -4.297  -0.79
C: 3.792 -3.637 -3.605  -0.44
P: 7.009 -0.908 -2.241  0.22
O: 7.411 -0.501 -3.751  -0.42
Cl: 5.217 0.094 -2.080  -0.20
H: 5.451 -4.119 -1.482  0.58
H: 5.248 -2.551 -0.716  0.51
H: 3.045 -1.687 -0.946  0.40
H: 0.888 -1.532 -2.166  0.47
H: 0.620 -2.682 -4.335  0.32
H: 2.486 -4.056 -5.246  0.39
H: 4.619 -4.227 -3.987  0.40
H: 6.640 -0.194 -4.249  0.33
C: -1.634 1.084 -2.902  -1.06
C: -2.983 0.428 -3.168  -0.42
C: -2.887 -1.100 -3.242  -0.27
C: -1.995 -1.525 -4.320  0.19
N: -1.277 -1.858 -5.152  -0.55
H: -0.928 0.892 -3.711  0.48
H: -1.744 2.166 -2.817  0.29
H: -1.198 0.708 -1.976  0.09
H: -3.402 0.816 -4.099  0.39
H: -3.683 0.684 -2.371  0.27
H: -3.868 -1.542 -3.416  0.34
H: -2.504 -1.495 -2.299  0.20
C: -2.151 1.865 3.124  -1.04
C: -1.420 2.402 1.902  -0.58
C: -2.176 2.158 0.589  -0.27
C: -2.376 0.730 0.340  0.23
N: -2.528 -0.394 0.162  -0.50
H: -2.273 0.781 3.065  0.38
H: -1.593 2.090 4.025  0.39
H: -3.140 2.317 3.220  0.19
H: -0.431 1.944 1.836  0.32
H: -1.267 3.476 2.013  0.33
H: -1.627 2.573 -0.257  0.22
H: -3.156 2.638 0.620  0.37
C: -5.743 2.616 6.207  -0.91
C: -5.014 2.838 7.526  -0.41
C: -4.045 4.026 7.477  -0.49
C: -3.008 3.830 6.464  0.29
N: -2.206 3.676 5.657  -0.42
H: -5.045 2.377 5.403  0.15
H: -6.443 1.785 6.291  0.32
H: -6.309 3.503 5.915  0.30
H: -4.463 1.936 7.797  0.29
H: -5.739 3.020 8.321  0.31
H: -3.555 4.163 8.441  0.29
H: -4.581 4.947 7.241  0.28

Forces on atoms 1 to 2 (eV/Å):
O 0.03 0.03 0.38
S -0.16 -0.15 -1.01

## Properties
HOMO in eV: -9.094
E_LUMO in eV: 0.445


Here is a cluster of 5 separate species, C27H49BN2O7 in total in a non-equilibrium geometry from the OMol25 dataset. Energies are from ωB97M-V/def2-TZVPD.

Each line ends with the Mulliken charge.
Element x y z (Å)
C: 7.335 4.205 -1.330  -0.70
C: 6.112 5.068 -1.933  -0.29
O: 4.927 5.084 -1.089  -0.36
C: 4.007 4.038 -1.444  0.45
O: 3.537 3.881 -2.612  -0.56
C: 3.548 3.072 -0.214  -0.55
C: 3.173 1.569 -0.740  0.08
C: 4.483 1.031 -1.513  -0.70
C: 4.908 -0.493 -1.075  0.89
C: 3.627 -1.489 -1.159  -0.10
N: 2.485 -1.910 -1.154  -0.58
C: 5.949 -0.993 -2.208  -0.51
C: 6.280 -2.568 -2.145  0.05
N: 6.884 -3.610 -1.963  -0.51
B: 5.555 -0.448 0.442  0.52
C: 6.459 -1.678 1.077  -0.88
O: 5.382 0.704 1.343  -0.65
H: 8.206 4.894 -1.034  0.29
H: 7.771 3.442 -2.090  0.20
H: 6.988 3.626 -0.383  0.17
H: 5.892 4.760 -3.014  0.30
H: 6.485 6.168 -1.982  0.32
H: 4.478 2.947 0.452  0.11
H: 2.710 3.547 0.408  0.41
H: 2.873 0.917 0.170  -0.07
H: 2.251 1.641 -1.414  0.42
H: 4.247 0.949 -2.649  0.31
H: 5.412 1.685 -1.351  0.04
H: 5.417 -0.831 -3.230  0.46
H: 6.904 -0.334 -2.254  0.43
H: 7.558 -1.387 0.825  0.27
H: 6.151 -2.689 0.632  0.32
H: 6.301 -1.724 2.228  0.21
H: 4.757 0.363 2.043  0.26
C: 0.429 -0.799 3.744  -0.05
C: 1.636 -1.314 4.496  -0.75
C: 2.754 -1.077 3.499  -0.40
O: 2.383 0.073 2.724  -0.32
C: 1.006 0.382 2.991  -0.47
H: -0.406 -0.526 4.391  0.40
H: 0.082 -1.559 3.037  -0.13
H: 1.801 -0.708 5.393  0.28
H: 1.552 -2.359 4.801  0.37
H: 2.860 -1.924 2.812  0.27
H: 3.717 -0.899 3.984  0.34
H: 0.980 1.292 3.601  0.35
H: 0.483 0.577 2.052  0.14
C: -2.197 -2.555 -1.137  -0.41
C: -0.707 -2.505 -0.894  -0.54
C: -0.628 -1.882 0.482  0.03
O: -1.815 -2.277 1.186  -0.41
C: -2.730 -2.864 0.247  -0.49
H: -2.497 -3.292 -1.884  0.45
H: -2.553 -1.572 -1.464  0.10
H: -0.303 -3.522 -0.867  0.31
H: -0.158 -1.940 -1.648  0.35
H: -0.622 -0.788 0.423  -0.07
H: 0.254 -2.207 1.038  0.18
H: -2.752 -3.944 0.432  0.40
H: -3.733 -2.462 0.410  0.10
C: -3.874 1.982 0.926  -0.70
C: -5.303 2.119 0.451  -0.64
C: -5.419 0.973 -0.534  -0.21
O: -4.536 -0.060 -0.075  -0.30
C: -3.694 0.478 0.954  0.33
H: -3.686 2.452 1.894  0.38
H: -3.194 2.427 0.191  0.30
H: -5.990 1.962 1.290  0.28
H: -5.527 3.090 0.004  0.38
H: -5.091 1.274 -1.534  0.29
H: -6.437 0.583 -0.604  -0.02
H: -4.023 0.056 1.910  0.23
H: -2.659 0.176 0.778  -0.37
C: -10.164 -1.684 -1.385  -0.54
C: -8.958 -2.194 -0.632  -0.54
C: -7.840 -1.955 -1.627  -0.06
O: -8.213 -0.807 -2.403  -0.41
C: -9.590 -0.502 -2.138  -0.40
H: -11.002 -1.412 -0.741  0.33
H: -10.509 -2.446 -2.093  0.27
H: -8.797 -1.586 0.265  0.24
H: -9.040 -3.239 -0.326  0.36
H: -7.730 -2.801 -2.313  0.31
H: -6.879 -1.773 -1.140  -0.06
H: -9.620 0.408 -1.530  0.25
H: -10.111 -0.310 -3.079  0.27

Forces on atoms 1 to 2 (eV/Å):
C 0.00 -0.44 0.28
C 1.73 1.23 -0.84

## Properties
HOMO in eV: -9.255
E_LUMO in eV: -0.011
SMILES string: CCOC(=O)CCC[C@@](C#N)(CC#N)B(C)O.C1CCOC1.C1CCOC1.C1CCOC1.C1CCOC1